Formula: C25H33KN11O2S3
Source: the Open Molecules 2025 dataset
Level of theory: ωB97M-V/def2-TZVPD

Calculated values
Multiplicity: 1
HOMO-LUMO gap: 0.28380 Eh
Total charge: +1
Energy: -3519.67834 Ha
HOMO: -9.736 eV

Cartesian coordinates (Å):
K -1.23 -0.13 0.08
N 6.20 -3.12 -3.85
C 4.91 -2.62 -3.69
C 4.51 -2.09 -2.46
C 3.25 -1.54 -2.32
C 2.38 -1.50 -3.40
C 2.76 -2.02 -4.62
C 4.02 -2.58 -4.77
S 0.79 -0.76 -3.21
O 1.06 0.67 -2.91
O 0.05 -0.97 -4.41
N 0.14 -1.30 -1.89
C -0.39 -2.56 -1.83
N -1.29 -2.72 -0.84
C -1.85 -3.92 -0.73
C -1.53 -4.98 -1.57
C -0.58 -4.71 -2.54
N 0.00 -3.52 -2.68
H 6.65 -3.45 -3.01
H 6.32 -3.75 -4.63
H 5.19 -2.13 -1.61
H 2.93 -1.16 -1.35
H 2.07 -2.00 -5.45
H 4.32 -2.99 -5.72
H -2.57 -4.04 0.07
H -2.00 -5.95 -1.48
H -0.26 -5.48 -3.24
C -2.92 2.72 5.38
N -2.44 1.35 5.36
C -2.17 0.57 6.47
C -1.76 -0.63 6.03
N -1.78 -0.58 4.64
C -2.22 0.65 4.23
S -2.49 1.23 2.67
C -1.38 -1.69 3.83
C -1.89 -2.94 4.14
C -1.40 -4.03 3.44
C -0.43 -3.82 2.47
C -0.02 -2.52 2.22
N -0.49 -1.46 2.88
H -2.99 3.04 6.42
H -3.91 2.78 4.92
H -2.24 3.36 4.84
H -2.27 0.95 7.47
H -1.42 -1.50 6.55
H -2.65 -3.05 4.90
H -1.76 -5.03 3.66
H -0.01 -4.64 1.90
H 0.71 -2.32 1.45
C -2.07 5.60 -2.19
N -2.57 4.78 -1.10
C -3.77 4.07 -1.12
C -3.92 3.50 0.09
N -2.83 3.88 0.84
C -1.98 4.66 0.12
S -0.51 5.29 0.63
H -2.75 6.42 -2.39
H -1.95 4.99 -3.08
H -1.10 5.99 -1.88
H -4.40 4.05 -2.00
H -4.70 2.88 0.49
H -2.61 3.53 1.77
N 2.86 2.37 -2.13
C 2.89 2.55 -0.63
C 1.75 1.76 0.02
N 0.42 2.14 -0.40
H 3.80 2.24 -2.51
H 2.46 3.19 -2.58
H 2.25 1.54 -2.44
H 2.79 3.61 -0.42
H 3.86 2.20 -0.28
H 1.83 1.89 1.10
H 1.89 0.70 -0.20
H 0.27 1.99 -1.39
H 0.16 3.09 -0.13